[1]
Molecular formula: C5H14N2
Method: DFT, ωB97M-V/def2-TZVPD

Results
- SMILES string = NCCCCCN
- M (g/mol) = 102.2
- gap between HOMO and LUMO (eV) = 10.62
- F_max (eV/A) = 3.33
- total charge = 0
- LUMO (eV) = 0.9

Element x y z (Å)
1 N -1.4449 -0.8933 2.5369
2 C -1.6453 -0.3219 1.1320
3 C -0.7408 0.7842 0.8227
4 C 0.7568 0.4394 0.6810
5 C 1.0535 -0.5428 -0.4603
6 C 0.7611 -0.1138 -1.9727
7 N 1.7046 0.9999 -2.2714
8 H -0.6297 -1.5962 2.5102
9 H -2.2177 -1.5920 2.5930
10 H -1.7327 -1.1292 0.3717
11 H -2.7320 -0.0883 0.9335
12 H -0.9239 1.4326 -0.0630
13 H -0.8349 1.5700 1.6110
14 H 0.9785 -0.0984 1.6333
15 H 1.2862 1.3949 0.5320
16 H 0.6544 -1.5700 -0.2242
17 H 2.2157 -0.6897 -0.5033
18 H -0.3608 -0.0606 -2.0693
19 H 1.0137 -0.9821 -2.7030
20 H 1.4564 1.1789 -3.2465
21 H 1.3819 1.8783 -1.8435

***

[2]
Molecular formula: C21H16N2O4S2
Method: DFT, ωB97M-V/def2-TZVPD

Results
- M (g/mol) = 424.5
- gap between HOMO and LUMO (eV) = 6.69
- F_max (eV/A) = 2.81
- total charge = 0
- LUMO (eV) = -0.8

Element x y z (Å)
1 C -0.9570 1.8312 0.1259
2 C -2.0251 1.3180 -0.6310
3 N -2.9515 0.9660 -1.2639
4 N -0.3004 2.9241 -0.5113
5 C 0.4290 3.8067 0.2384
6 C 1.2372 4.7432 -0.3686
7 C 1.2345 4.8787 -1.7636
8 C 0.4283 4.0377 -2.5091
9 C -0.3325 3.0581 -1.8858
10 H -1.1799 2.0426 1.1614
11 H 0.3522 3.6955 1.3211
12 H 1.8611 5.3624 0.2663
13 H 1.8573 5.6297 -2.2458
14 H 0.3542 4.0954 -3.5902
15 H -0.9900 2.4053 -2.4497
16 C -1.6560 -5.5906 -1.3038
17 C -0.8686 -4.4419 -1.4258
18 C -1.0886 -3.3866 -0.5428
19 C -2.0546 -3.4566 0.4461
20 C -2.8405 -4.6004 0.5676
21 C -2.6395 -5.6678 -0.3086
22 S -2.1930 -2.0158 1.5128
23 O -3.3903 -1.2975 1.2040
24 O -1.8633 -2.4221 2.8723
25 C -0.7926 -1.1449 0.8512
26 C -0.3194 0.0271 1.3830
27 C 1.0923 0.4079 1.2500
28 C 1.6413 0.6791 -0.0017
29 C 2.9232 1.2128 -0.1286
30 C 3.7430 1.3361 1.0018
31 C 3.2472 0.9789 2.2625
32 C 1.9238 0.5341 2.3919
33 S -0.0428 -1.9183 -0.5553
34 O 1.2989 -2.3408 -0.2426
35 O -0.3413 -1.1405 -1.7430
36 H -1.4901 -6.4171 -1.9964
37 H -0.0876 -4.3462 -2.1845
38 H -3.5918 -4.6428 1.3458
39 H -3.2496 -6.5668 -0.2238
40 H -0.8636 0.4020 2.2638
41 H 1.0288 0.5390 -0.8813
42 H 3.2780 1.5000 -1.1286
43 H 4.7653 1.7033 0.8868
44 H 3.8939 1.0249 3.1432
45 H 1.5201 0.2571 3.3896

***

[3]
Molecular formula: C5H10O
Method: DFT, ωB97M-V/def2-TZVPD

Results
- SMILES string = OCC1CCC1
- M (g/mol) = 86.1
- gap between HOMO and LUMO (eV) = 11.21
- F_max (eV/A) = 0.37
- total charge = 0
- LUMO (eV) = 1.0

Element x y z (Å)
1 O 1.6259 -0.0039 1.5801
2 C 1.6594 -0.5072 0.2585
3 C 0.3237 -0.4229 -0.4671
4 C -0.9655 -0.7858 0.3032
5 C -1.6765 0.3818 -0.4131
6 C -0.2873 0.9739 -0.7370
7 H 1.2870 0.9007 1.5522
8 H 2.4248 0.0133 -0.3378
9 H 1.9684 -1.5512 0.3622
10 H 0.3851 -0.9868 -1.4078
11 H -0.8301 -0.5883 1.3713
12 H -1.3797 -1.7891 0.1719
13 H -2.1867 0.0397 -1.3194
14 H -2.3680 0.9963 0.1721
15 H 0.0118 1.7072 0.0246
16 H -0.1239 1.4172 -1.7242

***

[4]
Molecular formula: C19H23FN2OS
Method: DFT, ωB97M-V/def2-TZVPD

Results
- SMILES string = O[C@@H](CSc1ccc(F)cc1)CN1CCN(c2ccccc2)CC1
- M (g/mol) = 346.5
- gap between HOMO and LUMO (eV) = 8.18
- F_max (eV/A) = 0.51
- total charge = 0
- LUMO (eV) = 0.7

Element x y z (Å)
1 O -1.2722 0.5307 2.5279
2 C -0.4653 0.4914 1.3671
3 C 0.3779 1.7690 1.2701
4 S 0.9867 2.0440 -0.4270
5 C 2.4962 1.1083 -0.4980
6 C 3.4546 1.1748 0.5055
7 C 4.6249 0.4486 0.3940
8 C 4.8315 -0.3194 -0.7383
9 F 5.9739 -1.0270 -0.8485
10 C 3.9036 -0.3744 -1.7630
11 C 2.7307 0.3444 -1.6361
12 C 0.4191 -0.7749 1.4482
13 N -0.0853 -1.9849 0.8527
14 C -1.1539 -2.6726 1.5374
15 C -2.5585 -2.0930 1.2604
16 N -2.6500 -1.6197 -0.1089
17 C -3.1791 -0.3780 -0.3827
18 C -4.1906 0.1452 0.4368
19 C -4.7326 1.3908 0.1928
20 C -4.3002 2.1554 -0.8780
21 C -3.3207 1.6426 -1.7107
22 C -2.7654 0.4010 -1.4729
23 C -1.7167 -2.2760 -0.9892
24 C -0.2624 -1.9606 -0.5944
25 H -1.9443 1.2138 2.4234
26 H -1.0980 0.4484 0.4716
27 H -0.2473 2.6390 1.4805
28 H 1.2109 1.7549 1.9693
29 H 3.2964 1.7951 1.3743
30 H 5.3771 0.4817 1.1660
31 H 4.1011 -0.9745 -2.6367
32 H 1.9895 0.3213 -2.4193
33 H 0.6003 -0.9714 2.5078
34 H 1.3806 -0.5679 0.9700
35 H -0.9596 -2.6337 2.6097
36 H -1.1129 -3.7217 1.2257
37 H -3.3168 -2.8657 1.4514
38 H -2.7289 -1.2611 1.9446
39 H -4.5698 -0.4399 1.2602
40 H -5.5092 1.7649 0.8451
41 H -4.7240 3.1303 -1.0638
42 H -2.9694 2.2219 -2.5523
43 H -1.9879 0.0532 -2.1353
44 H -1.8936 -3.3542 -0.9091
45 H -1.9075 -1.9906 -2.0231
46 H 0.0221 -0.9788 -0.9804
47 H 0.4076 -2.7059 -1.0459

***

[5]
Molecular formula: C3H4LiO3Pb
Method: DFT, ωB97M-V/def2-TZVPD

Results
- M (g/mol) = 302.2
- gap between HOMO and LUMO (alpha / beta) (eV) = 2.98 / 2.98
- F_max (eV/A) = 3.38
- total charge = +1
- LUMO (alpha / beta) (eV) = -6.3 / -6.3

Element x y z (Å)
1 C -1.1929 0.2597 0.3894
2 C 0.1596 -0.3117 0.0536
3 O 1.0580 0.7749 -0.2008
4 C 2.2908 0.5194 -0.5807
5 O 2.6563 -0.6816 -0.7251
6 O -1.9296 -0.3604 1.2004
7 H -1.2290 1.3685 0.3933
8 H 0.0786 -0.9611 -0.8306
9 H 0.5209 -0.9271 0.8911
10 Pb 4.4428 0.5052 -1.1966
11 Li -3.7950 -0.5933 1.0877
12 H -3.0605 0.4074 -0.4817

***

[6]
Molecular formula: C52H42AsGeN3OS2Sc
Method: DFT, ωB97M-V/def2-TZVPD

Results
- M (g/mol) = 981.6
- gap between HOMO and LUMO (alpha / beta) (eV) = 6.63 / 5.03
- F_max (eV/A) = 0.32
- total charge = -1
- LUMO (alpha / beta) (eV) = 2.4 / 2.4

Element x y z (Å)
1 Sc 0.2845 -0.5316 0.1651
2 C -3.1060 2.2199 -0.8679
3 C -4.2678 1.5450 -0.4261
4 C -4.1490 0.3116 0.1457
5 C -2.8718 -0.2840 0.2974
6 N -1.7437 0.3798 -0.1441
7 C -1.8973 1.5944 -0.7083
8 C -2.6538 -1.5378 0.9250
9 C -3.6853 -2.3457 1.4688
10 C -3.3815 -3.5263 2.0837
11 C -2.0325 -3.9350 2.1691
12 C -1.0776 -3.1191 1.6118
13 N -1.3426 -1.9552 1.0024
14 H -3.1548 3.1909 -1.3399
15 H -5.2445 2.0002 -0.5421
16 H -5.0285 -0.2108 0.4945
17 H -0.9800 2.0749 -1.0287
18 H -4.7143 -2.0219 1.3983
19 H -4.1701 -4.1413 2.5002
20 H -1.7452 -4.8619 2.6465
21 H -0.0313 -3.3926 1.6465
22 O 1.7587 -1.4305 1.3362
23 N 2.7073 -2.2906 1.0008
24 C 3.8237 -2.2888 1.7604
25 C 4.8552 -3.1464 1.5143
26 C 4.7299 -4.0400 0.4404
27 C 3.5916 -4.0320 -0.3194
28 C 2.5197 -3.1431 -0.0587
29 S 1.0874 -3.0947 -0.9493
30 H 3.7980 -1.5569 2.5540
31 H 5.7361 -3.1179 2.1382
32 H 5.5295 -4.7331 0.2108
33 H 3.4651 -4.7058 -1.1544
34 S 1.4288 1.8150 0.4352
35 C 1.5649 2.5153 2.0403
36 C 2.3335 3.6828 2.2026
37 C 2.4569 4.3028 3.4308
38 C 1.8155 3.7894 4.5572
39 C 1.0579 2.6404 4.4207
40 C 0.9387 2.0019 3.1868
41 As -0.1007 0.3942 2.9574
42 C 0.6461 -0.7817 4.3101
43 C -0.0505 -1.9409 4.6504
44 C 0.5182 -2.8836 5.4954
45 C 1.7955 -2.6847 6.0023
46 C 2.5003 -1.5385 5.6594
47 C 1.9293 -0.5923 4.8162
48 C -1.7825 0.9338 3.7954
49 C -2.6982 1.6304 3.0106
50 C -3.9133 2.0391 3.5422
51 C -4.2294 1.7554 4.8634
52 C -3.3203 1.0672 5.6559
53 C -2.1025 0.6614 5.1243
54 H 2.8276 4.0946 1.3308
55 H 3.0565 5.2022 3.5150
56 H 1.9040 4.2815 5.5180
57 H 0.5436 2.2246 5.2815
58 H -1.0384 -2.1182 4.2402
59 H -0.0350 -3.7804 5.7476
60 H 2.2423 -3.4226 6.6577
61 H 3.4993 -1.3793 6.0476
62 H 2.4852 0.2981 4.5477
63 H -2.4662 1.8584 1.9767
64 H -4.6151 2.5717 2.9115
65 H -5.1815 2.0686 5.2755
66 H -3.5574 0.8456 6.6899
67 H -1.3988 0.1254 5.7485
68 C 1.1547 -0.1548 -1.8295
69 Ge 0.6506 0.4207 -3.5778
70 C -1.3033 0.4822 -3.8023
71 C -2.0638 -0.5976 -3.3483
72 C -3.4464 -0.6000 -3.4620
73 C -4.0958 0.4806 -4.0464
74 C -3.3566 1.5599 -4.5093
75 C -1.9712 1.5600 -4.3819
76 C 1.3879 2.1767 -4.0929
77 C 2.1192 2.9333 -3.1784
78 C 2.6685 4.1572 -3.5470
79 C 2.4945 4.6421 -4.8361
80 C 1.7704 3.8968 -5.7606
81 C 1.2268 2.6742 -5.3882
82 C 1.2836 -0.8315 -4.9702
83 C 0.4724 -1.2199 -6.0358
84 C 0.9407 -2.0903 -7.0152
85 C 2.2346 -2.5871 -6.9410
86 C 3.0545 -2.2132 -5.8824
87 C 2.5796 -1.3456 -4.9083
88 H 2.2206 -0.4177 -1.8155
89 H -1.5674 -1.4405 -2.8760
90 H -4.0181 -1.4371 -3.0797
91 H -5.1764 0.4848 -4.1283
92 H -3.8583 2.4099 -4.9569
93 H -1.4074 2.4205 -4.7258
94 H 2.2431 2.5739 -2.1618
95 H 3.2296 4.7326 -2.8200
96 H 2.9218 5.5961 -5.1227
97 H 1.6343 4.2662 -6.7703
98 H 0.6790 2.0925 -6.1246
99 H -0.5450 -0.8467 -6.0970
100 H 0.2925 -2.3838 -7.8329
101 H 2.6016 -3.2676 -7.7001
102 H 4.0627 -2.6046 -5.8134
103 H 3.2235 -1.0737 -4.0777

***

Number 1: DFT total energy -308.3579 Ha. Number 2: DFT total energy -2016.5164 Ha. Number 3: DFT total energy -271.7138 Ha. Number 4: DFT total energy -1420.5902 Ha. Number 5: DFT total energy -542.4013 Ha. Number 6: DFT total energy -8116.1567 Ha.